Below is a 12-piece molecular cluster, C38H85N7O20 overall at a distorted geometry, with properties calculated with ωB97M-V with the def2-TZVPD basis set.

Computed properties:
**DFT total energy**: -92155.4087 eV
**E_HOMO**: -12.2 eV
**HOMO-LUMO gap**: 8.892 eV
**Energy relative to the best compared isomer or geometry (same formula, charge and spin)**: 11.1 kcal/mol
**Total charge**: +2

```
150
Properties=species:S:1:pos:R:3:forces:R:3:mulliken_charge:R:1
C 2.339569 -2.622230 -3.763948 -0.68 -0.45 0.52 -1.47
C 3.657079 -2.659812 -2.903448 -1.82 0.43 -0.02 0.45
C 4.967955 -2.987024 -3.604074 0.07 0.32 0.49 -0.82
N 6.179497 -2.727118 -2.712876 1.24 -0.70 0.27 0.41
C 7.447181 -3.294834 -3.355260 -0.39 0.11 -1.34 -0.57
C 8.751540 -2.892951 -2.672698 -0.88 -0.35 -0.06 -0.61
C 8.911216 -1.377731 -2.619378 -0.33 -0.43 1.45 -0.88
C 7.686807 -0.820192 -1.855378 -0.06 1.31 -0.71 -0.59
C 6.360368 -1.207945 -2.472790 -0.82 -1.15 0.16 -0.14
C 6.040522 -3.434377 -1.407858 -0.88 0.65 1.42 -1.03
H 1.929404 -3.598014 -4.099365 0.65 0.33 0.22 0.36
H 2.270515 -1.955242 -4.620249 0.73 0.10 -0.13 0.38
H 1.565277 -2.215273 -3.083209 0.36 -0.30 -0.17 0.28
H 3.417598 -3.359559 -2.086583 0.44 0.09 -0.29 0.23
H 3.606310 -1.666774 -2.422276 0.75 -0.34 -0.20 -0.05
H 5.119808 -2.402603 -4.506504 0.00 0.26 -0.03 0.38
H 5.011266 -4.026004 -3.911593 0.04 -0.28 0.15 0.41
H 7.383411 -2.970216 -4.439609 0.35 -0.42 1.16 0.38
H 7.394833 -4.384475 -3.277217 -0.46 0.11 -0.34 0.39
H 9.536819 -3.443358 -3.201494 0.03 0.35 0.02 0.39
H 8.725274 -3.331859 -1.635900 0.29 0.63 -0.90 0.30
H 9.058815 -0.839081 -3.552960 -0.03 -0.40 -0.26 0.37
H 9.789231 -1.261220 -2.000805 0.34 0.70 0.05 0.38
H 7.680896 0.320347 -1.895302 0.11 -1.41 0.31 0.39
H 7.640375 -1.129979 -0.817062 0.40 0.10 0.24 0.34
H 6.197421 -0.796061 -3.451631 0.03 0.45 -0.44 0.46
H 5.519749 -0.978512 -1.803136 0.43 0.31 -0.37 -0.23
H 6.954785 -3.408276 -0.815947 0.12 -0.05 -0.50 0.36
H 5.675320 -4.471681 -1.457833 0.15 0.49 -0.53 0.32
H 5.363922 -2.821103 -0.801846 -0.17 -0.45 -0.10 0.38
C -6.961686 -4.020587 0.504786 -0.17 0.04 -0.77 -1.44
C -6.878228 -2.862914 -0.494279 0.12 0.74 -0.29 -0.19
C -5.673119 -3.066072 -1.444108 -0.72 -1.33 -0.47 -0.34
N -5.084953 -1.879943 -2.168480 -1.10 -0.15 0.63 0.25
C -4.403935 -0.938856 -1.140039 -0.68 -0.90 -0.16 -0.33
C -3.695674 0.225637 -1.857823 0.10 -0.82 1.37 -0.51
C -2.715706 -0.328535 -2.868102 -0.73 -0.04 -1.81 -0.26
C -3.437214 -1.239303 -3.905625 -1.29 1.21 -0.20 -0.95
C -4.092720 -2.402655 -3.186204 0.42 0.61 0.50 -0.31
C -6.237224 -1.139841 -2.824295 -1.27 -0.87 2.40 -1.07
H -7.905639 -4.078051 1.053514 0.11 0.23 -0.23 0.40
H -6.162752 -3.897909 1.217936 0.35 -0.33 0.28 0.35
H -6.853117 -4.942749 -0.072009 0.08 -0.19 0.39 0.34
H -6.714913 -1.933537 0.065745 -0.36 -0.08 -0.09 0.26
H -7.805234 -2.776700 -1.077462 0.22 0.09 0.22 0.40
H -5.969940 -3.776114 -2.260277 0.20 0.52 0.68 0.53
H -4.897382 -3.562812 -0.872955 0.54 0.19 -0.06 -0.21
H -3.710077 -1.541334 -0.507140 -0.04 0.17 -1.03 -0.11
H -5.217636 -0.756419 -0.418914 0.35 0.85 -0.55 0.56
H -3.111206 0.599563 -1.008009 -0.24 0.88 -0.37 0.21
H -4.355179 0.982068 -2.340299 0.37 -0.49 0.72 0.28
H -1.886163 -0.893266 -2.474277 0.17 -0.21 0.66 0.06
H -2.282527 0.503879 -3.410445 0.18 0.20 -0.09 0.42
H -2.744738 -1.565079 -4.668278 0.18 -0.37 -0.08 0.59
H -4.266907 -0.687251 -4.485609 1.45 -0.52 0.77 0.24
H -3.356715 -2.914670 -2.570266 0.08 -0.29 -0.05 0.01
H -4.598441 -3.097704 -3.844084 -0.22 -0.08 -0.07 0.56
H -6.887001 -0.721655 -1.996177 1.07 -0.10 -0.92 0.34
H -6.945985 -1.798607 -3.343818 0.81 -0.14 -0.23 0.30
H -5.813558 -0.399502 -3.422164 0.12 1.21 -0.96 0.60
C -0.918056 6.741798 3.072949 -0.88 -0.03 0.20 -0.47
C -2.088520 6.956737 4.069201 -0.71 -0.51 -0.61 0.58
O -1.864306 7.629081 5.054817 -0.77 -0.47 -0.28 -0.61
N -3.355497 6.382012 3.748312 1.49 1.66 1.98 -0.15
H -2.011618 4.138624 5.774442 -0.50 1.25 -0.47 0.27
H -4.198737 6.676958 4.289913 1.49 -0.29 -0.55 0.27
C -3.555723 5.540505 2.633238 -3.15 -0.86 0.14 -0.50
H -0.318585 5.872235 3.319577 0.25 0.04 0.59 0.20
H -0.371579 7.673198 3.182692 0.39 -0.23 -0.22 0.36
H -1.173807 6.535624 2.035689 -0.22 0.50 -0.03 -0.14
H -3.675426 4.485185 2.887667 -0.27 -0.19 0.46 0.14
H -2.739835 5.481528 1.993499 1.18 0.62 -1.43 0.07
H -4.536165 5.847311 2.166538 1.26 -0.37 -0.21 0.31
C 0.994647 3.541447 -3.677575 0.28 -1.65 0.20 -0.50
C 0.894768 4.892193 -3.124317 0.90 0.77 -0.13 0.46
O 0.375693 5.125357 -2.032384 0.34 -0.12 -1.07 -0.64
N 1.565938 5.856559 -3.836186 -2.00 2.00 2.42 -0.16
H -1.927464 6.893002 -0.107787 0.60 0.23 -1.60 0.28
H 1.253395 6.722985 -3.362769 0.80 -0.34 -0.62 0.23
C 2.379784 6.045715 -5.013248 -0.69 -1.27 0.34 -0.92
H 1.823660 3.088633 -2.996077 -1.32 0.12 -1.73 0.07
H 1.123126 3.518158 -4.790819 0.54 -0.12 1.13 0.45
H 0.023267 3.067497 -3.484301 0.43 -0.23 0.19 0.02
H 1.803690 6.370899 -5.867130 -0.13 -0.14 -0.39 0.27
H 2.959659 5.153621 -5.199820 -0.01 -0.29 -0.39 0.36
H 3.070357 6.797049 -4.758419 0.95 1.04 0.12 0.35
C 0.990857 2.365480 0.681052 -0.26 0.26 0.12 -1.10
C 0.910836 0.882365 0.410024 0.38 -0.87 -0.62 0.60
O 1.915902 0.197742 0.028636 -2.39 0.79 0.96 -0.81
N -0.318245 0.332526 0.627528 -0.83 1.63 0.44 0.57
H 3.375933 0.589111 0.124512 -0.60 -0.14 -0.30 0.57
H -1.167119 0.964383 0.856898 2.27 -1.31 -0.38 0.12
C -0.523591 -1.077462 0.886559 -1.21 -0.41 -0.94 -1.02
H 0.566906 2.521810 1.691891 0.32 0.10 -0.42 0.11
H 0.370169 2.973547 -0.020405 0.59 -0.47 0.30 0.30
H 2.041821 2.683094 0.657845 -0.45 0.03 -0.09 0.27
H -1.422113 -1.206418 1.513188 0.65 0.14 0.05 0.27
H 0.359080 -1.528775 1.275812 0.51 -0.16 0.58 0.23
H -0.749960 -1.648790 -0.022521 0.07 0.19 -0.10 0.25
C -1.438293 -5.240101 -2.044389 0.15 0.17 -1.79 -1.29
C -2.007138 -4.890443 -0.722075 1.02 -0.18 0.36 0.78
O -2.285326 -3.708613 -0.537647 -0.65 -0.46 1.11 -0.54
N -1.957069 -5.922410 0.199572 -0.62 1.46 -0.66 -0.14
H -1.853685 -6.854093 -0.157614 0.20 -0.05 -0.06 0.22
H 1.728806 -3.308891 3.470501 -4.39 5.35 2.55 0.28
C -2.209643 -5.724313 1.601952 -0.48 0.30 0.68 -0.83
H -1.886154 -6.137104 -2.460161 0.10 -0.32 -0.07 0.45
H -0.353269 -5.387919 -1.952044 -0.30 -0.05 0.00 0.36
H -1.605063 -4.416686 -2.792874 0.14 -0.75 0.92 0.21
H -1.312046 -5.709710 2.205785 0.44 -0.25 -0.03 0.28
H -2.908472 -6.434351 2.051897 0.12 -0.15 -0.38 0.35
H -2.645651 -4.746823 1.746816 -0.20 0.34 -0.16 0.22
C -1.541382 -0.641400 7.424066 0.60 -1.55 0.11 -1.26
C -1.130965 -0.527377 5.962787 -0.06 0.12 1.61 0.86
O -1.293368 -1.428273 5.141362 0.26 1.18 0.31 -0.60
N -0.486777 0.666726 5.750590 0.85 0.28 -1.13 -0.12
H -2.020794 1.654485 4.472350 -0.01 -0.36 1.18 0.28
H -0.143163 1.317961 6.518534 -1.04 -1.54 -0.87 0.20
C 0.349131 0.741358 4.541721 0.29 0.75 0.82 -1.14
H -0.740698 -1.260277 7.886921 -0.33 0.19 -0.28 0.31
H -2.442498 -1.248744 7.542908 -0.03 0.42 -0.04 0.35
H -1.520583 0.267598 8.012340 -0.39 0.32 -0.26 0.31
H 0.447005 1.785688 4.235341 -0.25 -0.16 -0.32 0.25
H 0.030474 0.073655 3.766538 -0.67 -0.02 -0.41 0.27
H 1.338481 0.417907 4.783308 0.91 -0.24 0.26 0.63
O -3.840430 6.902931 -1.134011 -3.65 -0.12 1.15 -0.42
C -2.813319 6.512051 -1.773841 5.43 2.08 0.12 0.68
O -2.692804 6.203200 -2.900723 -0.88 -1.47 -2.05 -0.50
O -1.670449 6.842995 -1.076986 -1.31 -0.82 2.03 -0.41
H -4.576558 6.708091 -1.737919 -0.34 0.25 0.35 0.35
O -0.097970 5.023906 6.563378 -1.31 -0.93 0.19 -0.40
C -0.494704 3.719441 6.813764 1.90 1.13 -0.17 0.65
O -1.506044 3.375271 6.003594 0.66 -1.09 0.88 -0.33
O 0.128627 2.955283 7.511790 -1.13 0.44 -0.60 -0.59
H 0.140789 5.526560 7.356797 0.25 -0.45 0.02 0.33
O 3.269349 -4.766581 1.423476 -0.16 0.51 1.74 -0.42
C 2.490892 -3.777618 1.962583 -0.34 -1.31 -4.25 0.64
O 2.235651 -3.960709 3.209397 4.24 -5.21 0.11 -0.46
O 1.949844 -3.003265 1.224746 0.35 0.77 0.36 -0.34
H 3.446104 -5.336536 2.193456 0.42 -0.25 -0.52 0.31
O -3.872894 0.287434 4.016282 0.75 0.26 0.93 -0.48
C -3.056713 0.818413 3.084199 -2.76 -0.88 0.80 0.65
O -2.293140 1.746618 3.561372 1.06 0.96 -1.35 -0.30
O -3.242062 0.533939 1.932914 1.10 0.24 -1.30 -0.45
H -4.376230 -0.424865 3.618052 -0.07 -0.18 -0.21 0.31
O 6.284007 0.999859 1.286059 -1.22 -3.64 -1.22 -0.51
C 5.235609 0.277207 0.617998 1.93 4.03 1.02 0.74
O 5.417170 -0.868964 0.458612 -0.23 -2.64 -0.21 -0.48
O 4.264862 1.047369 0.161966 1.10 0.25 0.76 -0.44
H 6.158148 1.911680 1.353231 -0.88 2.35 -0.03 0.31
```
Forces are in eV/Å.